[1]
Entry from OMol25: an isolated ion of composition C3H11N2 and charge +1 at a distorted geometry (wB97M-V/def2-TZVPD).

XYZ file:
```
16
Properties=species:S:1:pos:R:3
C 0.099 -1.309 0.378
C 0.978 -0.072 0.696
C 0.566 1.160 -0.085
N -0.916 1.278 -0.062
N -0.553 -1.177 -0.929
H -0.614 -1.513 1.164
H 0.684 -2.222 0.321
H 1.995 -0.364 0.449
H 0.832 0.159 1.752
H 0.951 2.087 0.342
H 0.892 1.203 -1.121
H -1.299 2.116 -0.483
H -1.265 1.206 0.895
H 0.036 -1.006 -1.724
H -1.200 -1.939 -1.069
H -1.186 0.394 -0.522
```

Its LUMO energy is -0.1212 Ha. As for the charge: +1. As for the energy relative to the best compared isomer or geometry (same formula, charge and spin): 41.4 kJ/mol. As for the SMILES: NCCC[NH3+]. The HOMO-LUMO gap comes out at 10.9 eV. Its HOMO energy is -14.1763 eV.

***

[2]
Entry from OMol25: one molecule with the formula C5H12N2O at a distorted geometry (wB97M-V/def2-TZVPD).

XYZ file:
```
20
Properties=species:S:1:pos:R:3
O 2.141 1.601 0.410
C 1.205 0.808 0.234
N 1.315 0.054 -0.875
C 0.375 -1.008 -1.220
C 0.554 -1.580 -2.684
C 0.228 0.397 1.344
N -0.898 1.313 1.123
C -1.897 1.312 2.326
H 2.095 0.192 -1.515
H 0.552 -1.895 -0.559
H -0.660 -0.616 -1.165
H -0.276 -2.132 -2.998
H 0.670 -0.806 -3.493
H 1.486 -2.341 -2.606
H 0.047 -0.763 1.241
H 0.689 0.490 2.334
H -1.433 0.990 0.288
H -2.742 1.894 2.014
H -2.048 0.249 2.705
H -1.403 1.838 3.099
```

Its LUMO energy is 0.0279 Ha. As for the charge: 0. As for the energy relative to the best compared isomer or geometry (same formula, charge and spin): 228.7 kJ/mol. As for the SMILES: CCNC(=O)CNC. The HOMO-LUMO gap comes out at 9.8 eV. Its HOMO energy is -9.0021 eV.

***

[3]
Entry from OMol25: C17H13IN4Ru as an isolated structure at a distorted geometry (wB97M-V/def2-TZVPD).

XYZ file:
```
36
Properties=species:S:1:pos:R:3
Ru 0.156 -0.244 -1.056
C -5.038 -0.628 0.228
C -4.349 -1.037 1.372
C -3.013 -0.742 1.522
C -2.333 -0.048 0.498
C -3.030 0.335 -0.665
C -4.373 0.065 -0.785
N -0.960 0.128 0.507
C -0.199 0.395 1.661
C -0.724 0.756 2.901
C 0.148 0.993 3.955
C 1.526 0.909 3.786
C 2.073 0.613 2.539
C 1.202 0.373 1.505
N 1.614 0.143 0.147
N 2.788 0.284 -0.230
C 2.903 0.079 -1.641
C 4.143 0.147 -2.221
C 4.227 -0.042 -3.602
C 3.070 -0.275 -4.322
C 1.851 -0.325 -3.660
N 1.760 -0.147 -2.338
H -6.090 -0.856 0.127
H -4.861 -1.600 2.141
H -2.476 -1.110 2.383
H -2.537 0.920 -1.433
H -4.911 0.398 -1.662
H -1.786 0.885 3.038
H -0.254 1.266 4.921
H 2.181 1.107 4.624
H 3.143 0.586 2.386
H 5.012 0.343 -1.609
H 5.187 -0.003 -4.099
H 3.095 -0.430 -5.391
H 0.925 -0.520 -4.183
I -0.069 -2.718 -1.345
```

Its LUMO energy (spin up / spin down) is -0.3572 / -0.3575 Ha. As for the charge: +2. The HOMO-LUMO gap (spin up / spin down) comes out at 5.1 / 5.1 eV. Its HOMO energy (spin up / spin down) is -14.8532 / -14.8596 eV.

***

[4]
Entry from OMol25: a 2-piece molecular cluster, C6H6F2O3 overall at a distorted geometry (wB97M-V/def2-TZVPD).

XYZ file:
```
17
Properties=species:S:1:pos:R:3
C 0.971 -1.234 -3.640
C 0.964 -0.771 -2.535
C -1.178 0.087 0.983
C 0.290 1.550 2.020
C 1.273 -0.539 -1.183
C -1.895 -0.243 -0.129
O -0.740 -0.911 1.868
O 1.448 -1.435 -0.375
O -0.908 1.349 1.284
F -2.588 0.641 -0.878
F -2.294 -1.493 -0.431
H 1.143 -1.443 -4.692
H 0.740 2.632 2.039
H 1.136 0.855 1.699
H 0.077 1.521 3.096
H 1.355 0.543 -0.799
H 0.207 -1.110 1.673
```

Its LUMO energy is -0.0156 Ha. As for the charge: 0. As for the energy relative to the best compared isomer or geometry (same formula, charge and spin): 8.7 kJ/mol. As for the SMILES: COC(O)=C(F)F.C#CC=O. The HOMO-LUMO gap comes out at 8.3 eV. Its HOMO energy is -8.6826 eV.

***

[5]
Entry from OMol25: one molecule with the formula C8H9NO2S at a distorted geometry (wB97M-V/def2-TZVPD).

XYZ file:
```
21
Properties=species:S:1:pos:R:3
C 1.333 1.494 2.330
C 0.060 1.584 1.629
C 2.249 0.801 1.576
C 0.246 -1.183 -0.916
C 0.206 0.837 0.544
C -0.612 -0.173 -0.822
C 1.522 -1.171 -0.052
C 1.603 0.349 0.385
N -2.930 -1.309 -1.682
O -2.948 1.082 -0.606
O -2.007 0.772 -2.743
S -2.189 0.264 -1.455
H 1.304 1.865 3.372
H -0.834 2.091 1.919
H 3.328 0.506 1.647
H 0.037 -2.018 -1.580
H 1.528 -1.750 0.827
H 2.436 -1.478 -0.479
H 1.882 0.964 -0.472
H -3.587 -1.653 -0.970
H -2.628 -1.874 -2.452
```

Its LUMO energy is 0.0184 Ha. As for the charge: 0. As for the energy relative to the best compared isomer or geometry (same formula, charge and spin): 464.4 kJ/mol. As for the SMILES: NS(=O)(=O)C1=CC[C@@H]2C=CC=C12. The HOMO-LUMO gap comes out at 9.1 eV. Its HOMO energy is -8.6326 eV.

***

[6]
Entry from OMol25: a 2-piece molecular cluster, C5H11N overall at a distorted geometry (wB97M-V/def2-TZVPD).

XYZ file:
```
17
Properties=species:S:1:pos:R:3
C 2.556 -0.420 -1.640
C 2.040 0.587 -2.625
C 2.935 1.064 -3.501
H 1.981 -1.398 -1.727
H 3.665 -0.665 -1.402
H 2.270 -0.180 -0.642
H 0.976 0.635 -2.648
H 2.802 1.726 -4.335
H 3.950 0.579 -3.499
C -2.893 -0.459 3.712
C -2.175 -0.622 2.566
N -2.481 -0.010 1.423
H -3.767 0.033 3.840
H -2.671 -1.145 4.609
H -1.486 -1.443 2.660
H -3.315 0.453 1.313
H -1.820 0.573 0.800
```

Its LUMO energy is 0.0280 Ha. As for the charge: 0. As for the energy relative to the best compared isomer or geometry (same formula, charge and spin): 290.8 kJ/mol. As for the SMILES: C=CC.C=CN. The HOMO-LUMO gap comes out at 9.1 eV. Its HOMO energy is -8.2999 eV.